67
Properties=species:S:1:pos:R:3:forces:R:3 method="wB97M-V/def2-TZVPD" energy_ha=-2143.8486 spin_multiplicity=1 homo_lumo_gap_ev=4.65 e_homo_ev=-6.3668
C -4.998859 -1.133200 -2.363750 -0.5 -0.7 -0.2
N -4.229393 0.078078 -2.146881 1.0 1.1 0.2
C -4.813710 1.333641 -2.049689 0.6 -0.4 -0.1
C -3.813336 2.228236 -1.908644 0.2 -0.1 0.2
N -2.615356 1.522177 -1.887992 -0.2 0.2 0.0
C -1.331173 2.149247 -1.723239 -0.1 0.3 0.0
C -0.886827 3.076773 -2.652141 0.0 0.1 -0.7
F -1.666522 3.361421 -3.723656 0.5 0.0 0.7
C 0.376468 3.654275 -2.535042 0.3 0.3 -0.3
F 0.814550 4.541787 -3.455738 -0.4 -0.7 0.7
C 1.217573 3.273912 -1.487237 0.7 0.1 0.2
F 2.467522 3.777168 -1.402466 -1.2 -0.4 -0.2
C 0.785711 2.341724 -0.540885 0.7 -0.4 0.5
F 1.625505 1.869391 0.414109 -1.1 0.8 -1.1
C -0.504399 1.845562 -0.653577 -0.5 -1.2 1.3
F -0.980531 0.975246 0.270747 0.6 1.2 -1.1
C -2.879041 0.203352 -2.037528 -2.0 0.4 0.1
C -1.938129 -0.930794 -1.972681 1.3 -3.1 0.4
C -0.509074 -0.609275 -2.148280 -0.6 -0.5 -0.1
C 0.474317 -1.260026 -1.480567 -0.5 -0.3 -0.9
C 1.876661 -0.984545 -1.744595 1.0 0.2 -0.6
C 2.908603 -1.732078 -1.135951 -0.7 0.2 0.3
C 4.210816 -1.255994 -1.104041 0.3 0.2 -0.6
C 4.549410 -0.114182 -1.845762 -0.2 -0.2 0.3
C 3.575531 0.514591 -2.629220 -0.1 -0.1 -0.2
C 2.258726 0.056560 -2.617568 0.4 0.1 0.5
O -2.367219 -2.082174 -1.781548 0.4 2.5 -0.5
H -4.323214 -1.990392 -2.375997 -0.2 0.3 0.1
H -5.727636 -1.247849 -1.551438 0.3 0.0 -0.2
H -5.540318 -1.062269 -3.317114 0.2 0.1 0.3
H -5.880080 1.488361 -2.084376 0.1 -0.1 -0.1
H -3.853337 3.297230 -1.800485 0.1 0.0 0.0
H -0.313737 0.112980 -2.939621 0.1 0.0 0.3
H 0.220188 -2.018920 -0.739003 -0.1 0.1 0.1
H 2.640252 -2.675999 -0.664055 0.0 0.4 0.3
H 4.963801 -1.787133 -0.517455 -0.2 0.2 -0.3
H 5.575030 0.259023 -1.829124 -0.3 0.0 0.0
H 3.837552 1.368164 -3.258838 0.0 -0.3 0.1
H 1.528159 0.508623 -3.286313 0.2 0.2 0.3
C -4.178762 0.959956 3.087826 0.2 0.0 0.0
C -2.881454 1.214238 3.554144 0.0 -0.3 -0.2
C -1.815819 0.402332 3.138919 -0.3 -0.1 -0.1
C -2.030292 -0.644662 2.230034 -0.4 0.1 0.0
C -0.925888 -1.440293 1.539987 0.9 -0.2 -0.4
C 0.446820 -1.076230 1.777261 -0.1 -0.3 0.6
C 1.497761 -2.048101 1.727347 -0.9 0.1 -0.7
C 2.839212 -1.710842 2.371729 0.6 -0.1 0.2
C 3.101301 -0.534117 3.096944 0.2 -0.3 0.0
C 4.372075 -0.282877 3.637970 -0.2 -0.3 -0.3
C 5.413185 -1.197069 3.430106 -0.2 -0.1 -0.1
C 5.164169 -2.389449 2.735146 -0.3 0.3 0.1
C 3.884310 -2.646393 2.239319 0.0 0.2 0.0
O 1.369693 -3.148695 1.150320 0.6 0.4 0.5
O -1.275665 -2.325935 0.742260 -0.3 0.2 0.6
C -3.349947 -0.942835 1.849273 0.0 0.3 0.0
C -4.415097 -0.140604 2.253134 0.3 0.1 0.2
H -5.006020 1.604556 3.388507 0.2 -0.2 0.0
H -2.692707 2.046187 4.239894 -0.1 -0.3 -0.2
H -0.810965 0.572000 3.525789 -0.3 0.1 -0.1
H 0.637533 -0.115220 2.237622 0.0 -0.2 0.1
H 2.291536 0.176349 3.261152 0.3 -0.1 0.0
H 4.536447 0.625208 4.226216 0.0 -0.3 -0.3
H 6.409541 -0.993563 3.822564 -0.2 0.0 -0.1
H 5.955272 -3.127342 2.580097 -0.2 0.3 0.1
H 3.681066 -3.593301 1.739186 -0.1 0.3 0.0
H -3.528368 -1.805512 1.209249 0.2 0.2 0.0
H -5.423453 -0.390491 1.915639 0.2 0.2 0.2

=====

68
Properties=species:S:1:pos:R:3:forces:R:3 method="wB97M-V/def2-TZVPD" energy_ha=-8026.4992 spin_multiplicity=5 homo_lumo_gap_ev="5.43 / 4.05" s2=6.09 e_homo_ev="-7.9031 / -11.0041" charge=+1
Pt 0.286015 1.758178 -0.579668 0.3 -0.3 -0.1
Br -0.914216 7.423922 -3.776368 0.0 0.0 0.0
C -0.515579 5.843525 -2.840933 0.0 0.1 0.0
C -0.435188 5.882404 -1.430801 0.0 0.1 0.0
C -0.187811 4.712881 -0.777696 0.0 -0.1 0.0
N -0.004477 3.538608 -1.416641 -0.1 0.1 -0.2
C -0.020305 3.499918 -2.801978 0.1 0.0 0.1
C -0.307867 4.684343 -3.516998 0.0 -0.1 -0.1
C 0.302594 2.255518 -3.377570 0.0 -0.1 0.0
C 0.253573 1.952073 -4.757728 0.0 0.1 0.0
C 0.598850 0.705782 -5.178935 0.0 0.0 0.0
Br 0.480609 0.262035 -7.001106 0.0 0.0 0.0
C 1.055777 -0.271897 -4.264301 0.1 -0.1 -0.1
C 1.085591 0.063999 -2.946121 0.0 0.0 0.2
N 0.689480 1.269342 -2.482852 -0.2 0.1 -0.1
H -0.563763 6.804506 -0.885109 0.0 0.0 0.0
H -0.146854 4.681398 0.300784 0.0 0.0 0.0
H -0.348006 4.668778 -4.596704 0.0 0.0 0.0
H -0.065574 2.707037 -5.462557 0.0 -0.1 0.0
H 1.369795 -1.252351 -4.593162 0.0 0.1 0.0
H 1.436710 -0.635212 -2.202582 -0.1 0.1 0.0
O 0.667420 -0.112176 0.107259 -0.1 0.1 0.2
Si 0.115130 -1.585075 0.260455 0.3 0.0 -0.5
C -1.575328 -1.628873 1.153403 0.0 -0.3 0.0
C -2.256026 -0.416451 1.389446 0.1 -0.2 0.2
C -3.567616 -0.455803 1.805443 -0.1 -0.1 0.0
C -4.188609 -1.689224 2.061711 0.0 0.1 0.0
C -3.501463 -2.890890 1.892345 0.0 0.1 -0.1
C -2.184850 -2.867792 1.477238 -0.1 0.3 0.0
C 1.043967 -2.527326 1.624441 -0.3 0.2 -0.2
C 1.809179 -1.809052 2.557271 0.0 -0.1 0.1
C 2.596167 -2.496479 3.465067 0.0 0.0 0.0
C 2.571545 -3.888965 3.492855 0.0 0.0 0.0
C 1.778184 -4.607785 2.595845 0.0 0.1 -0.1
C 0.998520 -3.932664 1.672046 0.2 0.0 0.3
C 0.050950 -2.630329 -1.278860 -0.2 -0.1 0.1
C 1.170420 -3.354011 -1.706342 -0.1 0.0 0.0
C 1.116462 -4.136133 -2.853646 0.0 0.1 0.0
C -0.061557 -4.208470 -3.589778 0.1 0.0 0.0
C -1.175807 -3.483912 -3.191300 0.0 0.1 0.1
C -1.118194 -2.699247 -2.044925 0.1 -0.1 0.0
H -1.776064 0.528330 1.187035 0.1 0.1 0.0
H -4.116512 0.468321 1.935283 0.0 0.0 0.0
H -5.214117 -1.706945 2.414422 0.1 0.0 0.0
H -3.986600 -3.836375 2.097384 0.0 0.0 0.0
H -1.644833 -3.796518 1.360770 0.0 0.0 0.0
H 1.821360 -0.724593 2.535780 -0.1 -0.1 -0.1
H 3.224934 -1.946338 4.154274 0.0 -0.1 0.0
H 3.169712 -4.422376 4.222635 0.0 0.0 0.0
H 1.766688 -5.690625 2.617458 0.1 0.0 0.0
H 0.412238 -4.498137 0.955913 0.0 0.1 0.0
H 2.095460 -3.306656 -1.137864 0.0 0.0 0.0
H 1.992473 -4.689921 -3.170702 -0.1 0.0 0.0
H -0.110107 -4.834805 -4.473048 0.0 0.1 0.0
H -2.090349 -3.530306 -3.770997 0.0 0.0 0.0
H -1.996645 -2.133566 -1.745168 0.0 -0.1 0.0
Cl 2.974159 2.001846 1.858037 -0.1 -0.1 -0.1
C 1.713772 2.487466 2.916139 -0.3 0.0 -0.3
C 2.002091 2.753352 4.230604 0.0 0.1 0.2
C 1.007614 3.203940 5.096378 0.0 0.0 0.0
C -0.298951 3.388662 4.651075 0.0 0.0 0.1
C -0.616630 3.091426 3.352458 0.0 -0.1 -0.1
Cl -2.229045 3.287003 2.776676 0.0 0.0 0.0
C 0.364444 2.618365 2.418339 -0.1 0.0 0.0
N -0.012873 2.337445 1.192752 0.6 0.0 0.4
H 3.017208 2.625433 4.581659 0.0 0.0 0.0
H 1.257053 3.425814 6.125911 0.0 0.0 0.0
H -1.064329 3.765628 5.315853 0.0 0.0 0.0